1.
85
Properties=species:S:1:pos:R:3 method="wB97M-V/def2-TZVPD" lumo_energy_ev=-7.096 charge=+2 total_energy_ha=-4728.7831 de_lowest_kcal_mol=0.0 homo_lumo_gap_ev=5.483
Hg -0.66930 -0.83285 -0.13735
Br 1.20801 -5.34436 0.97225
P -1.34450 0.51506 -2.18956
P -1.95283 -2.63927 1.02589
O -0.22278 0.90836 1.70464
N 3.13494 4.49707 -1.92545
N -0.35549 2.12761 3.59376
C 3.65744 3.52733 -2.67941
C 4.08730 0.75101 -0.20855
C 3.87498 2.05049 -0.79120
C 2.17984 -3.77680 0.35968
C 3.31842 -2.61842 -1.41724
C 4.28047 -0.38438 -0.93918
C -1.00455 -3.98987 3.38523
C -0.91834 1.62695 2.47265
C 4.03166 2.27282 -2.17790
C -1.12378 -2.65750 2.66579
C -1.66035 -0.62028 -3.58791
C -0.04097 3.02256 -2.28026
C 3.46539 -1.82850 0.89685
C 3.38343 3.10837 0.01109
C -2.36593 1.93595 2.17843
C 3.73843 -1.64194 -0.48165
C -4.11099 0.95801 -1.59570
C -1.61946 -4.03523 -0.10632
C -2.86155 1.54668 -2.24782
C 1.05240 1.88470 3.85995
C -4.25774 -3.50806 2.51140
C -0.50693 -1.55984 -3.93628
C -2.41968 -5.31903 0.09279
C 3.02299 4.30749 -0.60498
C 2.49744 -3.66528 -0.99884
C 2.68455 -2.90413 1.31823
C -0.01697 1.60390 -2.83401
C -3.75251 -2.64005 1.34996
C -1.08300 2.92907 4.56963
H -3.98401 0.81294 -0.51532
H -2.45356 -5.62211 1.14567
H 1.46358 1.21395 3.09918
H 3.81393 -1.10229 1.62709
H -3.44712 -5.22464 -0.27966
H 1.16210 1.43346 4.85512
H -3.04539 1.73121 -3.31909
H 4.08414 0.71903 0.88520
H 1.60856 2.83354 3.85614
H -5.35556 -3.48560 2.53593
H -3.96896 -4.56291 2.41828
H -0.86900 -2.32919 -4.62709
H -1.68381 -1.92761 3.27593
H 0.30531 -1.01420 -4.42679
H -1.94512 -6.13602 -0.46669
H -0.53959 -4.26442 0.00853
H -4.94429 1.66045 -1.72603
H 0.72741 3.62500 -2.77640
H -4.01780 -1.58398 1.51809
H -2.50185 2.03500 1.09216
H 2.45736 -3.03951 2.37443
H 2.08941 -4.38057 -1.70917
H -3.89721 -3.12885 3.47557
H -2.61782 2.51214 -1.78679
H -2.56996 -1.18622 -3.33253
H -4.22796 -2.94608 0.40411
H -0.12635 -2.22055 2.49564
H -0.10006 -2.07307 -3.05553
H 4.41188 1.50648 -2.85932
H -1.38982 3.90299 4.15038
H 3.25862 3.00030 1.09161
H -1.01305 3.50642 -2.43865
H 0.18878 3.04410 -1.20726
H -1.98399 2.40593 4.92913
H -1.90491 0.03140 -4.44647
H 0.94174 1.11728 -2.59458
H 3.77044 3.73161 -3.74284
H -2.69331 2.87636 2.64244
H -4.39524 0.00313 -2.05079
H -0.12568 1.60592 -3.93209
H -1.97889 -4.45957 3.56824
H -3.01943 1.12908 2.56278
H -0.36997 -4.68536 2.82322
H 2.61446 5.12878 -0.01755
H -0.41283 3.10660 5.41860
H 3.57773 -2.48152 -2.47116
H -1.73916 -3.64002 -1.12902
H -0.51897 -3.83020 4.35695
H 4.71715 -0.35432 -1.94109


2.
89
Properties=species:S:1:pos:R:3 method="wB97M-V/def2-TZVPD" lumo_energy_ev=1.274 charge=-1 total_energy_ha=-2832.9585 de_lowest_kcal_mol=0.0 homo_lumo_gap_ev=2.891
Cd 1.34092 0.69406 -0.05348
S -0.87977 -0.09714 0.76488
S 1.57327 1.09223 -2.54620
Si -1.67839 1.91121 0.79144
O -2.64928 2.13855 2.03726
O -2.39253 2.31417 -0.62294
O -0.35491 2.81054 0.88560
N 4.07078 1.37030 -1.56531
N 3.59081 1.05842 -0.36461
N 3.84832 1.76006 -3.76021
N 2.47398 0.43470 2.10679
C -1.07731 -5.44297 -3.29993
C 0.15146 -6.41838 -0.44463
C 3.78485 0.14487 1.85228
C -3.79238 0.39301 3.08064
C 1.86453 -0.13711 3.16309
C 2.25753 -4.03294 -2.40240
C 0.22287 -5.02648 -2.69596
C -3.78188 2.72857 4.01581
C -0.01008 4.23349 0.74474
C 3.26265 1.45079 -2.57195
C 3.90236 -1.21278 3.82325
C -2.99094 1.61456 3.34737
C 1.07435 -3.53353 -4.66564
C 2.88783 -5.13762 -0.07223
C 4.37846 0.68722 0.61650
C 0.53172 4.37903 -0.66718
C -1.68171 1.40741 4.03871
C -4.84649 2.56321 -0.76411
C -1.30724 4.99614 0.88360
C -3.27955 2.21251 -2.82382
C 0.97744 4.47524 1.86440
C -3.75812 0.35338 -1.24040
C 4.55044 -0.62817 2.78128
C 1.10130 -4.11571 -3.30038
C 2.07755 -4.91546 -1.33332
C -3.60655 1.87067 -1.37002
C 3.33997 -3.05704 -2.48656
C 2.51721 -0.99197 4.03567
C 0.75102 -5.47932 -1.44558
H 1.11334 -2.45545 -4.58230
H -1.42219 -4.60318 -3.90243
H 2.78260 -2.06317 -2.48137
H 2.43379 -4.58509 0.81797
H 0.79593 0.13029 3.21381
H 3.89326 -4.71191 -0.23638
H 4.80392 2.10431 -3.84221
H -0.46423 -5.88218 0.29563
H -4.66776 0.72982 2.47968
H -3.26275 3.26242 -3.04362
H 4.45890 -1.80813 4.52504
H 0.82183 -7.01857 0.14944
H -1.85237 1.34543 5.09710
H -1.78976 4.71939 1.79628
H 1.97191 -3.86262 -5.26476
H -3.27186 -0.36424 2.51438
H 4.02325 -3.10959 -1.59582
H -4.94699 2.23731 0.25596
H -3.08624 3.61119 4.09626
H 5.45648 0.82741 0.53044
H -5.73966 2.39177 -1.35404
H -2.80019 -0.14305 -1.35410
H -0.26816 4.24966 -1.40734
H -0.53452 -7.16687 -0.91232
H 1.32904 3.69025 -0.88278
H -1.01775 2.29264 3.85622
H 0.62551 4.09658 2.81247
H -4.11170 0.06990 -0.26023
H -4.22705 2.41296 4.98180
H -2.01073 4.75576 0.10915
H -4.49721 -0.05595 -1.95485
H 0.84309 5.42373 -0.73601
H -2.29930 1.81122 -3.01735
H -4.20337 -0.08378 3.95823
H 5.61146 -0.80067 2.58798
H -4.67645 2.97124 3.39291
H 1.91041 3.97514 1.57116
H 1.12091 5.58020 1.90665
H -1.13970 6.11175 0.88424
H -1.17019 0.52371 3.68801
H -4.01263 1.72532 -3.50592
H -1.00057 -6.31799 -3.93735
H 4.00013 -3.09812 -3.40577
H -4.66662 3.63399 -0.78504
H 1.96536 -1.38265 4.85110
H 0.19350 -3.87218 -5.22735
H 3.00088 -6.20450 0.10314
H 3.33172 1.74967 -4.60820
H -1.79177 -5.71093 -2.51396


3.
102
Properties=species:S:1:pos:R:3 method="wB97M-V/def2-TZVPD" lumo_energy_ev=1.745 charge=-1 total_energy_ha=-4656.1617 homo_lumo_gap_ev=6.475
I 0.71310 1.67226 2.14714
S -3.39767 1.18106 -3.05689
S 0.00092 -5.26389 -0.31530
S -2.01994 -0.44216 -0.99579
P 3.48971 2.25621 -1.43109
F 2.56154 -5.69418 -0.80947
F -0.53379 -3.79537 -0.12090
F 4.35301 -1.19830 -0.90102
F 0.47428 -6.77919 -0.43269
F 1.98983 -4.62563 -2.96463
F 3.66823 -2.87158 -3.22860
F 0.30965 -5.34013 1.25048
F 4.20704 -3.60291 -1.28502
F 2.30539 -1.54121 -0.30123
F 0.89750 -2.94440 -2.14412
F -0.37035 -5.26374 -1.84353
F -1.45440 -5.81652 0.01216
F 2.19318 -4.00568 0.43275
O -5.36451 -1.90799 4.31033
O 3.10056 1.30803 -0.02817
O 3.59051 3.61097 -0.31769
N 3.78277 3.99407 1.95391
N -3.95174 -3.36674 3.35318
N -1.62212 2.22581 -1.31664
C -0.27797 4.26974 -1.94882
C 4.26644 3.17197 0.83218
C 1.13338 3.91597 -1.40456
C 1.77457 -4.63254 -0.65221
C 1.92870 -3.76359 -1.93686
C -3.69686 -1.00506 -0.61374
C -6.34389 -3.89837 3.41654
C -3.88799 2.09935 3.17087
C 3.62495 0.73321 -2.61153
C 2.36234 0.32287 2.39927
C 2.22331 -0.42025 3.75284
C 2.64478 -0.43041 -2.38265
C -4.06085 -2.87986 -2.32006
C -3.57173 -4.58918 2.66625
C -1.20405 3.14250 -2.39369
C -3.22340 2.94624 2.08270
C 4.09013 3.38474 -2.97718
C -5.19390 -2.96994 3.73566
C 4.50358 4.75597 -2.66133
C -2.45266 2.94683 -0.32555
C -3.90568 -2.50019 -0.85028
C 3.25738 -2.92186 -1.95419
C 1.68383 2.57163 -1.86406
C 3.12267 -1.48546 -1.38564
C 4.76717 5.91865 -2.48190
C 3.69921 1.05883 2.32966
C -2.94394 2.09490 0.84696
C 4.06697 1.60806 0.93034
C -2.34049 1.13205 -1.80677
H -6.20872 -4.86371 3.90591
H -4.43370 -5.21556 2.46578
H 3.20936 -0.54309 4.19955
H 4.45782 0.33229 2.62365
H -3.92520 -0.79027 0.43063
H -2.10412 3.62440 -2.80072
H -3.22664 -2.70690 3.58839
H -0.80177 4.93651 -1.26544
H -4.84880 -2.74395 -0.35168
H 4.65692 0.39422 -2.64338
H -0.12536 4.86262 -2.85585
H 2.34527 -0.42417 1.61687
H -6.42991 -4.05056 2.33985
H -3.08538 -4.33713 1.72305
H 4.99186 2.90174 -3.36098
H -3.87233 3.77449 1.79460
H 3.40432 1.10558 -3.61398
H 3.33536 3.44918 -3.76306
H -3.11589 -2.83916 -2.85645
H -4.82503 -2.28237 -2.81051
H -7.26033 -3.44526 3.78109
H 1.11360 3.92727 -0.31735
H -0.78968 2.56999 -3.21696
H -3.83939 1.54221 0.55633
H 5.03808 1.14861 0.72291
H 2.44815 -0.90475 -3.34519
H -2.86204 -5.13682 3.28886
H 1.51916 2.42266 -2.93405
H 1.78985 4.72878 -1.70777
H 1.59681 0.14527 4.43557
H 2.91117 3.60204 2.29871
H -3.82317 2.61388 4.12941
H -3.38829 1.13796 3.27895
H 3.70378 1.83229 3.09805
H -1.88292 3.77623 0.08451
H -3.31228 3.35618 -0.87697
H 1.08091 1.80096 -1.37128
H 4.91530 2.08469 -1.18957
H -2.27590 3.32847 2.46278
H -2.18021 1.34979 1.05869
H -4.40378 -3.91626 -2.37270
H 5.31858 3.45722 0.72143
H 4.44812 3.89952 2.71527
H -3.14143 -3.11169 -0.37081
H 1.67112 -0.09908 -2.02810
H 4.77598 6.92895 -2.16275
H -4.93695 1.90399 2.95503
H -4.42431 -0.47214 -1.22063
H 1.82321 -1.42064 3.60084


4.
86
Properties=species:S:1:pos:R:3 method="wB97M-V/def2-TZVPD" lumo_energy_ev="-4.737 / -4.736" charge=+1 s2=2.010 multiplicity=3 total_energy_ha=-1612.5042 homo_lumo_gap_ev="6.029 / 6.589"
O -3.23359 0.19625 3.76637
O -1.50117 -2.16142 -1.07190
N 5.20402 -0.24833 -0.67794
N 3.62253 0.23771 -2.66880
N 2.64992 -0.59062 -0.54748
N 6.80643 3.41946 -3.10396
N -1.07145 -3.47989 -1.30202
N -3.54631 1.39120 3.09534
C 4.89528 2.23279 -1.49209
C 6.74890 6.20830 -3.66013
C 7.29476 4.67629 -3.73852
C 2.52671 -0.62445 0.96183
C 3.66896 1.77419 -2.53152
C 2.22510 -0.52920 2.33166
C -3.31637 2.52821 4.04698
C -3.30934 -4.27536 -2.17895
C -3.25896 2.52162 0.85157
C -0.22852 -5.43263 -0.02955
C -1.82074 -3.99914 -2.49878
C -1.24385 -4.25038 -0.02613
C -1.72621 -3.02512 -3.71499
C 5.60058 3.55127 -2.23813
C -2.91748 0.10439 0.99614
C 4.90526 5.00596 -2.02441
C -2.74715 1.41869 1.82103
C -3.46691 -5.23442 -1.00569
C 3.79325 -0.24512 -1.22866
C -3.78402 2.23578 5.51615
C -4.22576 3.71754 3.61439
C -1.82003 2.95613 4.16542
C -1.01026 2.94810 2.87421
C 5.39994 6.44117 -2.69720
C 5.92805 0.97864 -1.27142
C -2.70483 -4.74197 0.21894
C -0.85266 -3.44610 1.26335
C -1.24238 1.66724 2.08260
C -1.18949 -5.31340 -3.03960
H -0.79687 0.82336 2.62826
H -1.68609 -5.63536 -3.96253
H -4.32604 2.39352 0.63858
H 2.64683 0.03347 -2.99346
H -3.83915 -3.33976 -1.95028
H 3.90252 2.21406 -3.59994
H 8.24879 4.53734 -4.44640
H 4.48972 2.55795 -0.43209
H -0.69494 1.73046 1.13479
H -2.73038 2.47555 -0.10787
H 0.14320 -2.99311 1.16754
H -2.71336 -5.53580 0.97813
H -3.68634 4.67038 3.62228
H 1.79228 -0.79848 -1.14267
H 5.69334 -1.11572 -1.05168
H -0.83068 -4.10749 2.13878
H -1.74794 3.95502 4.61668
H -3.10553 3.53720 1.22028
H 6.84253 1.20072 -0.57572
H -3.13631 -6.24288 -1.27638
H -4.81462 1.85724 5.54182
H 7.23656 7.11893 -4.25665
H -5.09623 3.82636 4.27341
H -4.52842 -5.32595 -0.75577
H 1.86213 -0.39384 3.45994
H -0.12910 -5.17191 -3.27619
H -1.30573 2.28037 4.86420
H -2.16837 -3.47357 -4.61440
H 0.23792 -5.61095 -1.00021
H -1.27484 -6.15744 -2.35314
H -3.81647 -4.69769 -3.05445
H -0.68005 -2.79022 -3.94998
H 6.31770 0.65801 -2.32704
H -0.69071 -6.37125 0.29339
H -1.56775 -2.64870 1.49538
H -3.97846 -0.11199 0.81626
H -2.47036 -0.76588 1.48569
H 0.62419 -5.24013 0.63355
H -2.43235 0.18929 0.01482
H -3.75452 3.15165 6.11998
H 0.05353 3.03366 3.11646
H -2.25774 -2.08355 -3.54804
H -3.29523 -3.91916 0.64773
H -3.14201 1.50813 6.02544
H 2.66011 2.22179 -2.13574
H 3.94798 5.04393 -1.31977
H -4.66867 3.59691 2.62403
H 4.86451 7.47160 -2.55681
H -1.25074 3.83053 2.27169


5.
99
Properties=species:S:1:pos:R:3 method="wB97M-V/def2-TZVPD" smiles="CCCCC1=C(C)C(=O)C=CC1=O.ClCCCl.ClCCCl.ClCCCl.ClCCCl.ClCCCl.ClCCCl.ClCCCl.ClCCCl.ClCCCl" lumo_energy_ev=-0.186 total_energy_ha=-9568.9250 homo_lumo_gap_ev=9.101
Cl 8.17821 -3.77938 -0.91021
Cl 5.17427 -4.88655 -2.09503
Cl 4.81157 3.13068 -0.06402
Cl -1.50608 -0.26934 7.17421
Cl 5.01883 -2.14945 1.84757
Cl 0.14472 -3.14545 6.36354
Cl -5.01501 5.62902 -2.10772
Cl -4.63407 1.47320 5.60586
Cl -3.34768 2.24873 0.55661
Cl -2.20928 7.34328 -3.96527
Cl 5.30758 -3.25850 -6.85114
Cl -7.71837 5.46457 -0.04571
Cl 3.65408 5.43366 -2.29714
Cl -2.78414 4.90239 2.61280
Cl -4.82848 6.31262 -5.89326
Cl 2.57336 -3.51462 -4.84277
Cl -5.02751 0.15195 2.50286
Cl 5.10303 -5.39283 2.87850
O 1.13369 0.57677 -1.19302
O 0.40075 -4.12532 -0.75265
C -6.24105 4.33607 -2.04893
C -1.14565 -1.63894 8.25474
C -2.54373 -1.55507 3.64389
C 6.41746 -3.25421 1.79359
C -1.11929 -2.04759 3.29105
C 0.69062 -3.08000 -0.28049
C -1.56815 -2.85209 0.89167
C 0.17502 -2.28997 7.92802
C -7.61329 4.86760 -1.72147
C 2.71766 -4.08449 -6.52191
C -2.88850 3.90298 0.06967
C -6.18765 1.18276 3.37477
C -1.23282 0.15512 0.61268
C 7.72282 -4.03097 -2.61841
C -2.23049 5.96958 -5.09966
C 6.00577 -4.67673 1.51559
C 2.24943 -1.27986 -0.24795
C -0.23238 -0.85669 0.11804
C -1.96477 4.55276 1.06804
C 4.10822 -4.57962 -6.83342
C 3.71911 3.66492 -2.51528
C -1.11391 -3.25492 2.33506
C 6.26972 -3.71469 -2.87339
C -5.49155 2.21290 4.22883
C 3.47532 2.92006 -1.22788
C -0.40262 -2.15600 0.24313
C 1.04664 -0.40465 -0.53257
C 2.09211 -2.56671 -0.11478
C -3.09670 6.23778 -6.30612
H 6.89053 -5.29212 1.36299
H 7.06854 -2.89459 0.99971
H -3.80101 4.47721 -0.06490
H 6.95165 -3.17175 2.73801
H -5.91475 3.59549 -1.32002
H 2.00387 -4.89813 -6.64450
H 4.43732 -5.32104 -6.10859
H -2.88540 -0.70227 3.04639
H 5.38457 -4.74546 0.62757
H -1.96778 -2.34788 8.18581
H -0.05694 -3.54278 2.22870
H 7.96271 -5.05822 -2.88291
H -2.39077 3.82198 -0.89641
H 6.06533 -3.75537 -3.94304
H 2.55633 3.24487 -0.74653
H -1.61075 5.50453 0.67414
H 4.12476 -5.03466 -7.82274
H -1.11758 -1.24186 9.26861
H -6.83327 0.53864 3.96759
H -1.79061 -3.78456 0.36247
H 4.68671 3.41392 -2.94407
H -1.10004 3.92698 1.27918
H -6.22536 2.90214 4.64484
H -1.61936 0.68410 -0.25742
H 8.35162 -3.36953 -3.21266
H -1.20105 5.80612 -5.41609
H -2.06620 -0.29887 1.14371
H 3.23438 -0.83068 -0.15200
H -3.24332 -2.38395 3.48197
H -0.63470 -2.38759 4.21661
H -2.56604 5.08960 -4.55458
H 6.00861 -2.72189 -2.51312
H -8.34851 4.07010 -1.82088
H 2.94611 3.40660 -3.23777
H -2.97930 5.43096 -7.02851
H -2.57103 -1.23564 4.68813
H -6.79879 1.68130 2.62297
H 0.41557 -3.03292 8.68760
H 2.92771 -3.21779 0.11850
H -1.66861 -4.11526 2.71823
H -0.49495 -1.24260 2.88566
H -2.82578 7.17276 -6.79110
H -7.89599 5.67936 -2.38789
H -4.76889 2.78653 3.65111
H 3.39594 1.85385 -1.42897
H 0.98092 -1.56031 7.89632
H -0.77863 0.92317 1.24724
H -6.25098 3.86676 -3.03206
H -2.48842 -2.26511 0.89296
H 2.42445 -3.27073 -7.18145